60
Properties=species:S:1:pos:R:3:forces:R:3:mulliken_charge:R:1 method="wB97M-V/def2-TZVPD" de_lowest_kcal_mol=0.4 multiplicity=1 total_charge=+1
H 36.542264 21.033200 27.538502 -0.0458 0.0593 -0.2116 0.476
H 39.367635 24.122939 24.827251 -0.0448 -0.0013 0.0141 0.315
H 32.839060 25.857851 25.861166 0.3623 0.2882 0.0248 0.244
H 36.228489 23.923252 30.212268 0.0027 0.0353 -0.0441 0.258
H 33.248498 25.738615 29.950520 -0.0908 -0.1541 0.0641 0.477
H 36.457743 21.716472 25.368246 0.0272 -0.0581 0.0913 0.183
C 34.704933 20.561156 28.500598 0.5505 -0.0965 0.0827 -0.873
C 33.091660 25.988332 27.882856 -0.1307 0.4425 -0.1144 0.391
N 33.323641 25.323401 26.581155 -1.2425 -0.3015 -0.0673 -0.320
O 37.503211 25.027388 24.841545 -0.1092 0.6622 -0.2818 0.336
H 37.997087 29.106781 25.161916 -0.1010 0.0308 0.0371 0.374
H 36.405916 29.431548 24.454958 0.0042 0.0789 -0.1499 0.415
H 31.592983 20.854713 29.425109 0.0294 0.0599 0.0156 0.247
C 34.733356 22.379556 24.301562 -0.0222 -0.2310 0.0629 -0.874
H 34.961619 25.411829 23.127761 0.0005 -0.0014 0.0750 0.140
H 31.331136 27.028255 27.115981 0.1265 0.0573 -0.0221 0.437
H 32.844224 20.213261 30.508659 0.0381 -0.0669 -0.0419 0.313
H 35.195235 20.137774 29.387999 -0.1816 0.0371 0.0456 0.469
H 32.772312 24.461277 26.549494 0.2335 -0.0808 0.2815 0.149
C 31.694034 26.566021 28.034530 -0.3604 0.0118 0.2085 -1.584
H 38.548559 24.238022 23.240334 -0.0262 -0.0139 0.0487 0.334
H 33.994941 22.152907 26.906330 -0.0284 0.1174 -0.1575 0.002
C 35.373091 21.662703 25.469907 -0.4855 0.2802 -0.2280 -0.722
H 36.774652 27.720195 26.803279 0.1696 -0.2529 -0.0337 0.195
H 36.071317 27.015562 24.050286 0.0330 -0.0951 0.0044 -0.278
H 34.530036 19.725283 27.806811 -0.1899 0.0497 0.0243 0.419
N 34.990918 22.289306 26.741747 0.5280 -0.9614 0.2783 0.417
H 34.617852 23.214528 30.509077 -0.0594 0.1090 0.0540 0.272
N 36.167791 27.254954 26.125207 0.0257 1.0292 -0.8299 -0.320
Sr 35.802768 24.754644 26.678366 0.8822 -0.4716 0.3074 1.189
H 30.967504 25.798702 28.317680 0.0612 -0.0477 -0.0831 0.352
H 35.068874 20.611279 25.416833 0.1457 -0.0529 -0.0115 0.366
O 33.500206 21.219971 28.816593 -0.0557 0.0675 -0.0771 -0.195
H 33.639882 22.277742 24.333858 0.0120 -0.0530 -0.0467 0.448
H 37.761618 28.788750 23.464672 -0.2275 0.1102 -0.1302 0.409
O 34.751027 24.672989 29.043507 -0.5596 0.2472 -0.3927 0.114
H 35.098056 21.931910 23.370604 -0.1076 -0.0135 -0.0136 0.449
C 37.260141 28.759120 24.431279 0.4236 -0.4852 0.3227 -1.571
C 38.403767 24.074686 24.313636 0.3131 -0.1373 0.0413 -0.923
H 36.022543 22.288702 28.596040 -0.1984 -0.0262 0.1083 -0.102
C 34.631873 24.375741 23.123601 0.0459 0.2535 -0.0910 -0.911
H 33.540117 24.345847 23.040710 0.0264 -0.0332 0.0224 0.313
C 32.567789 20.372795 29.462399 -0.1461 -0.0417 0.0585 -0.885
H 35.399340 27.920379 26.031372 -0.1530 -0.2350 0.2746 0.215
Br 38.265526 24.355604 28.217147 -0.0835 0.0142 -0.1195 -0.643
C 35.165012 24.137701 30.293696 0.2606 -0.1808 0.1615 -0.976
C 37.985261 26.369727 24.719603 0.3973 -0.5227 0.1853 -0.991
H 37.976750 23.088564 24.477049 -0.0192 -0.0014 -0.0252 0.135
C 35.649540 21.563452 27.873205 -0.0924 0.2872 0.0471 -0.380
C 36.829487 27.328336 24.772513 -0.1895 0.5035 0.3123 0.751
H 32.493397 19.407404 28.953128 0.0336 -0.0069 0.0195 0.316
H 33.807124 26.816609 27.947830 0.0333 -0.0021 -0.1551 0.038
O 35.071920 23.759549 24.321762 -0.1546 -0.2867 -0.1468 0.266
H 32.709789 24.249498 29.151905 0.0431 -0.0651 -0.1486 0.377
C 33.391156 25.105068 29.066743 0.4324 0.0250 0.4060 -0.912
H 38.536557 26.449912 23.778616 -0.0891 0.1882 -0.0228 0.417
H 35.016068 24.876953 31.084188 -0.0861 -0.0528 0.0216 0.364
H 35.065163 23.884681 22.247427 -0.0065 -0.0340 0.0520 0.297
H 31.675232 27.322758 28.820333 -0.0056 -0.0044 -0.0412 0.417
H 38.679586 26.566358 25.547644 0.0508 0.0241 -0.0660 0.364

=====

59
Properties=species:S:1:pos:R:3:forces:R:3:mulliken_charge:R:1 method="wB97M-V/def2-TZVPD" de_lowest_kcal_mol=17.3 multiplicity=1
H 1.954355 0.483807 3.465790 0.1757 0.4002 -0.0680 0.383
C 2.080582 2.321390 1.641920 -0.6170 0.2634 0.8783 -0.880
H -0.426020 -1.481106 -2.490469 -0.2500 0.0159 -0.1286 0.156
H 2.214895 1.661134 -1.713119 -0.2019 -0.3963 0.0496 0.178
H -2.558552 3.791726 1.873012 -0.1033 -0.1409 0.0231 0.301
C -1.448556 3.214962 0.103292 0.5311 -0.9680 -0.2445 0.398
C 4.086387 -1.801166 -1.876405 -0.0248 -0.6905 -0.2367 -1.361
C -2.748966 -0.209019 -3.244219 0.2050 -0.5313 0.4931 -1.122
H -0.537530 3.688820 0.501368 -0.1251 0.5160 0.0626 0.136
C 1.049053 0.530714 2.845246 0.9452 -1.2351 0.5038 -0.819
H -0.875675 -2.535163 0.133300 -0.4337 0.2945 0.1393 0.272
O -1.323204 1.837051 0.286890 0.0120 -1.0048 -0.0967 -0.834
C 2.912490 -1.975778 -0.911098 -0.6732 -0.3570 -0.9515 -0.447
H -3.743740 -0.509614 -3.572155 -0.0858 0.1122 0.0733 0.403
O 1.291262 1.866990 -1.924332 0.7975 0.0892 -0.6874 -0.410
H -2.714660 -0.484935 -1.098413 -0.1501 -0.1770 0.0597 0.222
H -2.280854 -2.806591 2.254460 0.1753 0.1304 0.8393 0.393
N -0.295437 -1.079103 1.554810 0.3717 -1.0017 0.7100 -0.113
Hg 0.317787 0.337100 -0.291328 -0.5546 0.2127 -0.4108 2.540
C -0.030544 2.917877 -3.662330 -0.9489 0.8281 -0.1137 -0.857
H 0.438214 -3.026151 1.075896 0.4057 0.6926 0.0226 0.225
C -2.692785 3.761667 0.791161 -0.1665 0.5645 -0.0960 -1.437
H 1.967485 2.277352 -3.900252 0.2761 -0.2321 0.3488 0.321
H -3.612429 3.225520 0.549185 0.2686 -0.4851 0.0292 0.306
O 2.218507 -0.800412 -0.735215 -0.0938 0.7589 0.3797 -0.718
H 4.431660 -2.799147 -2.175265 0.4126 0.0136 0.3727 0.383
H -0.496844 2.100002 -4.210239 0.1145 -0.1911 0.2364 0.198
H -1.205773 -0.719934 1.835350 0.2325 0.3487 0.1778 0.171
H 3.794463 -1.381794 -2.842150 -0.2866 0.4428 0.2581 0.302
H 0.001736 3.778423 -4.338043 0.3152 -0.2076 -0.2722 0.413
C 0.709017 -0.968444 2.648764 -1.1763 1.9595 -0.0737 -0.467
H 1.521602 3.097146 2.182231 0.1557 0.0118 0.0664 0.315
C 1.334488 2.675898 -3.103927 -0.2764 0.7915 0.1582 -0.303
H -2.925881 4.779356 0.456613 0.3563 0.1392 0.0872 0.406
H 0.299824 -1.242257 3.623526 0.0516 -0.5625 -0.0754 0.179
H 0.301260 1.026433 3.468888 -0.3322 0.2977 -0.4599 0.450
C -0.496086 -2.457216 1.153283 0.5836 -1.6648 -0.2711 -0.666
H 2.287240 -2.779525 -1.348684 -0.2719 0.0724 -0.2552 0.202
H -2.062575 -0.440594 -4.059910 0.0329 0.0883 -0.0303 0.284
O -0.923213 -1.067516 -1.776327 -0.1540 0.2504 -0.1184 -0.275
H -2.179831 -4.718951 3.961966 -0.2541 0.1880 0.3261 0.292
O -0.589639 -3.714586 3.220805 1.2439 0.2714 0.8145 -0.309
H 4.896809 -1.215533 -1.443706 0.0420 -0.0021 -0.0541 0.294
H -1.472092 3.463004 -0.968937 -0.1533 0.1821 -0.0427 -0.280
H 2.194444 2.690344 0.625524 0.3015 -0.2863 -0.0295 0.146
H 3.009291 2.107408 2.178999 0.2070 0.2697 -0.3632 0.301
C -1.388662 -4.050964 4.330234 -1.4854 0.5090 -0.4427 -0.723
O 1.308864 1.141466 1.614784 0.3944 0.1730 0.6029 -0.133
H -2.648771 -2.046368 -2.012652 -0.6467 0.1417 -0.0591 0.350
H 1.596223 -1.551687 2.426650 -0.0818 -0.0389 -0.2966 0.413
H 3.267079 -2.511962 -0.013484 0.2131 0.6009 0.4756 0.291
H -2.735136 0.856301 -3.025678 0.0622 0.0410 -0.1466 0.204
H -0.703167 3.305916 -2.892595 -0.0332 -0.5196 0.1682 0.026
C -2.351813 -0.996888 -1.987190 0.7293 -0.1675 -0.4728 -0.195
H -0.962625 -4.553882 5.197304 1.0554 0.0060 -0.5651 0.250
H 1.691708 3.660216 -2.783002 0.3843 -0.0531 -0.2483 0.298
C -1.316600 -3.314731 2.090046 -1.1152 -0.6226 -0.7209 -0.803
H -1.626050 -4.250120 1.599595 0.0713 0.1339 -0.4228 0.451
H -1.803010 -3.106881 4.710231 -0.4271 -0.2752 0.0984 0.302

=====

59
Properties=species:S:1:pos:R:3:forces:R:3:mulliken_charge:R:1 method="wB97M-V/def2-TZVPD" de_lowest_kcal_mol=20.2 multiplicity=2 total_charge=+3 s2=0.755
H 0.911828 -3.856850 -0.572693 0.0198 0.0070 -0.0538 0.385
C 2.982827 1.329790 2.074961 -0.0936 -0.0529 -0.1479 -0.581
H 1.543013 -1.033013 -2.931301 0.0061 -0.0059 -0.0020 0.536
H -4.304131 4.237894 -0.134254 -0.0014 0.0011 -0.0180 0.401
C 1.920094 1.847696 3.005385 -0.1457 -0.0395 -0.1113 -0.580
H 4.565692 -3.287433 -0.897298 -0.0047 0.0081 0.0220 0.415
H 3.266664 -1.076804 -1.024139 0.0388 0.0470 -0.0363 -0.344
H 3.968946 1.743049 2.285382 -0.0275 0.1190 -0.1261 0.436
N 0.495572 3.238887 -0.079958 0.0835 0.4949 0.2285 -0.353
H 3.068751 2.859058 -0.927258 -0.0397 0.0179 -0.0152 0.413
H -4.012900 -0.211900 -1.430524 0.0367 0.0048 -0.0257 0.449
H 0.503291 3.171269 -1.102504 -0.1041 0.1504 -0.0051 0.403
H 3.792314 3.327856 0.601311 0.0133 -0.0046 -0.0051 0.342
H -1.096714 -4.586644 -2.214300 -0.0058 0.0066 0.0034 0.397
H -4.869864 1.855342 -0.029100 -0.0003 -0.0080 -0.0103 0.542
H -0.356983 3.753374 0.145396 0.0740 0.0716 0.0412 0.194
S -2.809468 0.878521 0.307447 0.4923 0.1048 -0.2656 0.409
C -3.506119 3.546726 0.132063 -0.0033 -0.0574 0.0016 -1.221
H -1.912050 -3.135633 0.385240 -0.0066 0.0292 -0.0430 0.024
H -1.880600 -3.002247 -2.179507 0.0290 0.0073 0.0127 0.307
N 2.519690 1.604518 0.674099 0.1954 0.0671 0.3084 0.297
H 3.148372 -4.101715 -1.526889 0.0229 0.0001 -0.0070 0.339
H 1.603313 4.189344 1.421369 -0.0107 0.0368 -0.0004 0.271
C -1.232736 -3.745965 -0.215345 0.0591 -0.0016 0.0056 -0.204
C 1.659867 -1.855364 -2.222588 0.0309 -0.0335 -0.0554 -1.044
H 1.801068 2.926173 2.957421 0.0658 0.0209 0.0304 0.168
C -4.295141 -1.423836 0.365346 -0.0139 0.0340 -0.0245 -1.226
H 0.655600 0.237525 2.742627 -0.0728 0.0179 0.0676 0.306
H -4.703014 -2.259506 -0.202004 0.0035 -0.0050 0.0023 0.405
C 0.181501 -3.170961 -0.149065 -0.0070 -0.0475 -0.0178 -0.841
H -3.394587 3.582991 1.216741 -0.0057 -0.0022 -0.0085 0.378
H -3.713459 -1.820467 1.196791 -0.0077 0.0170 0.0050 0.351
H -0.166311 1.624933 2.970073 0.0531 0.0305 0.0691 0.363
H 0.493987 -2.913090 0.863690 0.0179 -0.0627 0.0123 0.528
C 1.728915 3.942859 0.370697 0.0151 -0.1329 0.0028 -0.489
H -2.733948 -4.427432 -1.610474 -0.0008 -0.0047 -0.0084 0.370
H 2.105549 1.584507 4.046287 -0.0890 -0.1315 -0.0147 0.438
H 3.055656 0.243953 2.166040 0.0375 0.0019 0.0458 0.318
S 0.308282 -1.605917 -1.057425 0.0155 0.3198 0.3536 0.494
H -2.600083 3.908030 -0.355280 0.0111 -0.0003 0.0275 0.211
H 3.086668 -3.284440 0.044281 -0.0371 -0.0007 0.0044 0.304
C 3.087113 -1.932063 -1.680783 -0.0902 -0.0492 0.0858 0.250
N 0.647749 1.231071 2.496106 -0.1040 -0.1007 0.5205 -0.296
H -3.821894 2.063884 -1.448571 -0.0341 0.0162 -0.0042 0.415
H 3.727047 -1.782632 -2.551683 -0.0074 -0.0153 -0.0261 0.449
C -3.871086 2.155858 -0.362379 -0.0438 0.0787 0.0216 -0.523
H 1.357152 -2.772151 -2.740595 0.0287 0.0156 -0.0457 0.510
H -5.141092 -0.868674 0.771400 -0.0011 -0.0034 -0.0103 0.393
O -1.392402 1.187245 -0.353255 -0.6745 -0.1667 0.7303 -0.531
H 2.956924 0.903507 0.080375 0.1189 0.0764 -0.0436 0.131
C 3.481552 -3.224104 -0.970120 -0.0403 0.0169 -0.0381 -1.315
O 0.930633 -0.617875 0.036851 0.3701 -0.4797 0.2951 -0.634
H -1.176733 -4.714941 0.283703 -0.0454 0.0128 0.0558 0.446
C 2.872005 2.969791 0.140334 0.0883 -0.0526 0.0724 -0.618
C -3.447808 -0.566639 -0.568575 -0.0387 -0.0107 -0.0142 0.362
C -1.759582 -3.942655 -1.633103 0.0286 -0.0533 0.0148 -1.209
H 1.873478 4.881292 -0.163921 0.0627 -0.0594 -0.0922 0.473
Ru 0.451345 1.268707 0.485344 -0.2460 -0.1916 -1.8087 0.809
H -2.553761 -1.074685 -0.931890 -0.0155 -0.0587 0.0451 -0.424